# 1
102
Properties=species:S:1:pos:R:3:forces:R:3 method="wB97M-V/def2-TZVPD" homo_energy_ev=-10.60 spin_multiplicity=1 e_lumo_ha=0.0182 total_energy_ev=-84520.3032 total_charge=0 smiles="C[N+](=O)[O-].CCOC(=O)OC.CCOC(=O)OC.CCOC(=O)OC.O=C1OCCO1.O=C1OCCO1.O=C1OCCO1.O=C1OCCO1.O=C1OCCO1"
C 4.877 0.315 4.987 0.927 -1.020 0.878
C 4.204 1.375 4.217 0.755 0.964 -1.251
O 5.193 1.842 3.210 -2.036 0.653 0.518
C 4.743 2.976 2.652 0.870 0.251 0.340
O 3.726 3.618 2.890 1.064 -1.438 -0.246
O 5.723 3.367 1.822 -1.299 1.623 -0.343
C 5.310 4.634 1.216 0.164 -0.773 -1.332
H 4.261 0.081 5.817 -0.714 -0.178 1.056
H 5.899 0.478 5.428 -0.980 0.493 -0.784
H 4.910 -0.624 4.456 0.180 -0.187 -0.474
H 3.876 2.253 4.761 0.315 0.053 0.526
H 3.320 1.082 3.654 0.041 -0.619 0.077
H 6.121 4.975 0.589 0.498 0.055 0.261
H 4.993 5.372 1.932 0.125 0.091 0.379
H 4.490 4.446 0.511 -0.051 -0.035 0.383
C 3.350 1.235 -0.246 -0.159 -1.754 0.471
C 4.161 0.287 -1.104 0.308 1.038 0.033
O 4.819 -0.654 -0.239 0.369 1.064 -0.485
C 4.115 -1.717 0.031 0.920 -1.679 1.373
O 3.113 -2.097 -0.500 -0.324 -0.103 -0.160
O 4.741 -2.460 1.002 -1.361 0.827 -0.383
C 5.819 -1.853 1.715 1.122 -1.706 -0.087
H 2.618 1.753 -0.800 -1.009 0.455 -0.718
H 3.972 1.957 0.218 0.785 0.609 0.596
H 2.865 0.611 0.526 -0.033 0.609 -0.302
H 4.937 0.859 -1.606 0.277 -0.316 -0.068
H 3.593 -0.256 -1.836 -0.425 -0.163 -0.217
H 5.611 -1.045 2.414 -0.484 0.034 -0.376
H 6.575 -1.607 0.992 0.368 0.739 -0.136
H 6.260 -2.713 2.240 -0.296 0.400 0.281
C -6.439 -2.003 -9.102 0.019 1.022 -0.298
C -5.322 -2.896 -9.617 -0.719 0.238 -1.911
O -4.406 -3.376 -8.658 0.853 0.489 0.212
C -3.443 -2.487 -8.382 -0.428 0.121 0.381
O -3.506 -1.301 -8.576 0.023 -0.012 -0.261
O -2.433 -3.112 -7.805 -0.030 -0.460 0.568
C -1.544 -2.220 -7.146 1.003 0.623 -0.194
H -6.834 -2.471 -8.196 -0.280 0.327 -0.158
H -7.233 -1.806 -9.869 0.537 -0.866 0.560
H -6.101 -0.969 -8.909 0.175 -0.650 0.387
H -4.785 -2.449 -10.495 -0.298 -0.155 0.914
H -5.748 -3.814 -9.984 -0.361 -0.342 -0.233
H -0.840 -2.789 -6.528 -0.512 -0.076 -0.129
H -2.088 -1.470 -6.560 0.125 -0.322 -0.064
H -0.959 -1.698 -7.914 -0.101 0.061 0.250
C -5.811 -0.409 1.930 0.442 -0.288 -0.740
C -4.604 0.102 1.095 1.412 -1.008 1.113
O -5.086 1.177 0.339 -0.226 -0.016 0.175
C -6.226 1.577 0.885 -2.014 -0.588 0.283
O -6.838 2.531 0.546 -0.045 0.755 -0.027
O -6.745 0.670 1.811 1.291 0.586 -0.629
H -5.493 -0.556 2.964 -0.391 -0.086 -0.097
H -6.265 -1.344 1.485 0.478 0.998 0.602
H -4.217 -0.664 0.458 0.000 -0.476 -0.738
H -3.700 0.432 1.657 -0.903 -0.010 0.158
C 0.683 3.302 3.525 0.608 -0.123 1.101
C 0.357 3.470 2.052 -0.157 0.557 0.188
O -1.068 3.238 2.017 0.779 1.144 -0.221
C -1.518 2.955 3.242 0.687 -0.179 -0.884
O -2.625 2.596 3.401 -2.112 -0.547 0.916
O -0.584 3.067 4.173 0.297 -0.060 0.017
H 1.118 4.135 4.081 0.219 -0.082 -0.517
H 1.294 2.389 3.630 -0.197 0.550 0.255
H 0.741 2.606 1.595 0.897 -0.798 -1.165
H 0.719 4.391 1.528 -0.808 -0.693 0.649
C -2.984 3.100 -0.215 -1.949 0.540 0.454
C -2.016 4.172 -0.697 -1.039 -1.140 -1.103
O -0.784 3.524 -0.642 1.826 -0.871 -0.497
C -0.929 2.163 -0.576 -2.154 2.404 0.468
O -0.048 1.395 -0.660 0.945 -1.156 -0.065
O -2.241 1.926 -0.355 0.856 -2.035 -0.547
H -3.989 2.982 -0.757 1.739 0.389 0.610
H -3.185 3.219 0.865 -0.157 0.013 -0.512
H -1.975 4.973 -0.026 -0.120 1.486 0.656
H -2.217 4.438 -1.739 0.009 0.410 0.185
C 2.441 -4.532 -2.800 -1.253 0.320 -2.169
C 1.867 -5.177 -1.626 -0.781 -1.505 2.500
O 0.955 -4.196 -1.110 0.601 -0.233 -0.688
C 0.642 -3.413 -2.159 0.683 -0.339 0.149
O -0.062 -2.492 -2.033 -1.873 1.937 -0.252
O 1.270 -3.762 -3.314 0.979 -0.833 1.142
H 2.766 -5.210 -3.572 0.088 -0.178 -0.273
H 3.182 -3.804 -2.587 0.836 0.535 0.432
H 2.610 -5.388 -0.839 -0.271 0.016 -0.342
H 1.217 -6.072 -1.775 0.931 0.354 -0.431
C -2.771 -0.409 5.444 0.413 0.763 -0.748
C -1.258 -0.447 5.550 -0.204 0.523 1.969
O -0.886 -1.650 4.942 -0.621 -1.075 -0.913
C -1.916 -2.048 4.145 0.244 -1.918 -1.601
O -1.870 -3.014 3.390 -0.138 2.373 1.760
O -2.982 -1.228 4.291 0.160 -0.687 -0.350
H -3.158 0.616 5.214 0.129 -1.015 0.549
H -3.171 -0.932 6.299 -0.724 0.241 0.286
H -0.973 -0.496 6.625 0.143 0.288 -0.833
H -0.815 0.369 5.029 0.574 0.723 -0.286
C 0.163 -1.672 1.060 1.409 1.890 -1.021
N 0.652 -0.528 1.911 -1.536 -0.493 -1.074
O -0.205 0.267 2.239 -0.127 0.575 0.642
O 1.815 -0.437 2.176 1.251 0.184 0.562
H 1.058 -2.250 0.865 -0.321 -0.357 -0.260
H -0.270 -1.175 0.160 0.447 -0.590 0.599
H -0.577 -2.106 1.651 -1.180 -1.158 0.725


# 2
69
Properties=species:S:1:pos:R:3:forces:R:3 method="wB97M-V/def2-TZVPD" homo_energy_ev="-7.25 / -7.25" spin_multiplicity=3 e_lumo_ha="-0.0011 / -0.0013" total_energy_ev=-139533.6513 total_charge=0 e_above_lowest_kcal_mol=16.0
Tm 0.309 -0.268 -0.069 1.567 1.918 0.686
S 2.199 1.784 0.904 -0.355 -0.028 -0.023
C 2.956 0.405 1.576 -0.017 -0.115 0.048
C 4.065 0.476 2.439 0.003 -0.133 0.019
C 4.560 -0.678 2.997 -0.071 0.028 -0.068
C 3.955 -1.898 2.683 0.053 -0.027 0.051
C 2.893 -1.892 1.810 -0.063 -0.196 -0.161
N 2.391 -0.781 1.255 0.199 0.071 0.132
H 4.483 1.449 2.649 0.036 -0.018 0.031
H 5.407 -0.646 3.672 -0.002 0.023 0.000
H 4.310 -2.828 3.104 -0.013 -0.010 -0.028
H 2.414 -2.823 1.527 -0.004 0.034 -0.032
F -3.841 1.345 -0.773 0.037 0.012 -0.123
C -3.640 1.371 -2.092 0.042 -0.100 0.023
F -4.806 1.178 -2.700 0.086 -0.069 0.026
F -3.183 2.580 -2.437 0.086 -0.124 0.036
S -2.426 0.050 -2.612 0.114 0.465 -0.192
O -1.151 0.460 -2.051 -0.401 -0.068 -0.136
O -2.521 0.048 -4.031 -0.142 -0.146 -0.166
N -3.001 -1.270 -1.983 0.144 0.039 0.199
S -2.641 -1.704 -0.521 -1.144 -0.291 -0.149
O -1.810 -0.719 0.176 -0.627 -0.310 0.439
O -2.284 -3.072 -0.397 0.021 -0.127 -0.151
C -4.295 -1.596 0.379 0.038 0.177 0.059
F -4.138 -0.898 1.508 -0.077 -0.047 -0.132
F -4.706 -2.817 0.685 0.065 0.023 0.002
F -5.224 -1.010 -0.367 0.094 -0.012 0.047
C -1.535 5.261 0.208 -0.089 -0.047 0.134
N -0.727 4.689 -0.847 0.113 -0.135 -0.056
C -0.159 5.372 -1.899 0.030 0.051 -0.137
C 0.491 4.476 -2.652 0.044 0.102 0.043
N 0.327 3.218 -2.061 -0.218 0.244 0.105
C -0.426 3.367 -0.919 0.058 -0.097 -0.031
S -0.985 2.299 0.237 -0.115 -0.134 0.164
C 0.872 2.083 -2.721 0.255 -0.243 -0.205
C 0.870 2.101 -4.112 -0.093 0.111 0.088
C 1.597 1.146 -4.796 0.085 -0.086 0.114
C 2.327 0.221 -4.068 -0.047 0.030 -0.115
C 2.193 0.228 -2.694 0.188 0.084 0.016
N 1.449 1.113 -2.020 -0.283 -0.118 -0.130
H -1.593 6.336 0.060 0.015 0.005 -0.022
H -1.092 5.035 1.177 0.029 0.043 -0.023
H -2.534 4.824 0.189 0.004 0.038 -0.028
H -0.252 6.437 -2.016 -0.005 -0.012 0.044
H 1.116 4.622 -3.512 -0.032 -0.040 -0.020
H 0.288 2.837 -4.647 0.016 0.024 0.026
H 1.605 1.139 -5.877 -0.008 0.002 -0.004
H 2.963 -0.506 -4.551 -0.027 -0.041 0.031
H 2.733 -0.488 -2.089 -0.118 -0.089 -0.012
C -1.944 0.949 3.337 0.173 -0.158 -0.031
C -0.452 0.683 3.217 -0.148 0.135 0.001
O -0.141 -0.529 2.512 -0.219 0.276 -0.326
C -0.293 -1.723 3.288 0.032 -0.241 -0.095
C -1.580 -2.486 3.025 0.084 0.175 -0.075
H -2.101 1.957 3.722 -0.002 0.008 0.004
H -2.424 0.244 4.018 -0.046 0.014 -0.008
H -2.418 0.871 2.359 -0.058 0.031 0.020
H 0.011 0.638 4.207 0.084 0.000 -0.030
H 0.034 1.478 2.652 0.060 -0.016 0.058
H -0.212 -1.454 4.344 0.033 0.039 0.001
H 0.558 -2.358 3.039 0.031 0.031 0.041
H -2.456 -1.866 3.202 -0.028 -0.025 0.039
H -1.621 -3.348 3.693 -0.010 -0.010 0.005
H -1.607 -2.850 2.000 -0.009 -0.047 0.014
F 0.264 -2.531 0.321 -0.112 -0.097 0.164
B 0.691 -2.793 -1.030 0.656 -0.495 -0.517
F 1.996 -2.269 -1.076 0.048 -0.186 -0.084
F -0.065 -1.861 -1.830 0.043 -0.092 0.341
F 0.575 -4.072 -1.408 -0.083 -0.002 0.057


# 3
112
Properties=species:S:1:pos:R:3:forces:R:3 method="wB97M-V/def2-TZVPD" homo_energy_ev=-4.59 spin_multiplicity=1 e_lumo_ha=0.0576 total_energy_ev=-121657.2503 total_charge=-1
C -1.051 -5.570 0.071 0.035 0.338 -0.136
C -0.817 -4.247 0.049 -0.030 -0.061 -0.138
C 0.589 -3.691 -0.159 -1.348 -0.318 -1.790
N 1.175 -3.667 1.199 0.146 0.166 -0.106
C 1.866 -4.601 1.531 0.239 -0.282 -0.190
O 2.547 -5.486 1.869 -0.079 0.177 0.234
O 1.268 -4.456 -1.080 0.408 0.045 0.497
B 2.118 -3.538 -1.948 0.634 0.445 -0.951
C 3.684 -4.002 -2.084 -0.377 0.242 0.413
O 4.648 -3.035 -1.611 -0.018 -0.323 0.097
C 4.891 -3.029 -0.223 0.442 0.322 -0.245
C 4.707 -1.613 0.355 -0.376 -0.241 0.338
C 3.739 -1.520 1.539 0.218 0.527 0.114
O 1.921 -2.192 -1.297 -0.008 -0.144 0.525
C 0.633 -2.318 -0.845 1.594 0.010 -0.561
O 0.301 -1.207 0.001 -0.913 -0.219 0.169
N -0.679 -0.373 -0.575 0.244 0.211 0.296
O -0.276 0.228 -1.497 -0.072 -0.107 -0.216
H -1.650 -6.010 0.862 -1.208 0.014 -0.900
H -0.593 -6.202 -0.682 1.114 -0.299 0.906
H -1.632 -3.531 0.152 0.276 0.100 1.549
H 1.671 -3.412 -3.098 -0.442 -0.334 0.202
H 3.802 -4.979 -1.585 0.300 0.075 0.077
H 3.943 -4.161 -3.125 0.057 0.094 -0.022
H 4.303 -3.783 0.308 -0.219 0.113 -0.069
H 5.949 -3.304 -0.091 -0.061 -0.162 0.127
H 4.317 -0.998 -0.456 0.172 0.055 -0.042
H 5.672 -1.221 0.684 0.042 0.047 -0.188
H 3.863 -2.337 2.252 -0.082 -0.070 -0.065
H 3.948 -0.596 2.095 0.004 -0.050 0.042
H 2.704 -1.462 1.208 0.002 -0.393 -0.037
H -0.011 -2.411 -1.740 -0.578 0.383 0.377
C 1.761 1.432 1.307 -0.066 -0.136 -0.196
C 0.642 2.199 1.977 0.030 -0.257 0.076
O 1.310 2.794 3.086 -0.016 0.268 -0.177
C 2.609 2.957 2.730 0.065 0.022 -0.052
O 3.376 3.655 3.324 -0.100 -0.023 -0.010
O 2.904 2.248 1.637 -0.091 0.008 0.014
F -0.342 1.396 2.430 0.021 0.017 0.089
H 1.886 0.438 1.734 -0.098 0.049 0.051
H 1.646 1.344 0.232 0.208 0.101 -0.032
H 0.199 2.989 1.367 -0.079 -0.015 0.028
C 3.912 1.966 7.074 -0.131 0.108 0.096
C 4.593 2.094 5.729 0.158 -0.060 0.222
O 5.133 0.798 5.543 -0.275 -0.015 -0.111
C 4.338 -0.080 6.219 0.083 -0.041 0.080
O 4.350 -1.253 6.080 0.052 -0.042 0.044
O 3.527 0.591 7.080 0.032 0.061 -0.062
F 5.604 2.999 5.761 0.026 -0.035 -0.007
H 4.610 2.153 7.892 0.095 0.037 -0.081
H 3.045 2.613 7.182 -0.120 -0.157 -0.035
H 3.924 2.339 4.908 0.174 0.092 0.025
C -2.362 0.826 -4.021 0.076 -0.138 0.133
C -3.654 1.542 -3.697 0.148 0.169 -0.085
O -4.248 1.685 -4.977 -0.167 -0.243 0.118
C -3.795 0.652 -5.752 0.128 -0.075 -0.086
O -4.290 0.331 -6.781 -0.059 0.112 -0.061
O -2.734 0.062 -5.177 -0.039 0.113 0.046
F -3.446 2.772 -3.167 -0.017 0.025 -0.056
H -1.572 1.530 -4.288 -0.066 0.092 0.026
H -2.014 0.183 -3.221 -0.028 -0.180 -0.132
H -4.331 0.987 -3.046 -0.006 0.078 0.068
C 2.307 6.243 5.238 0.216 -0.057 -0.014
C 1.627 7.517 4.791 0.077 -0.154 -0.147
O 0.258 7.233 5.034 0.090 0.093 0.256
C 0.205 6.342 6.061 -0.059 -0.056 -0.048
O -0.766 6.095 6.695 -0.025 -0.008 0.023
O 1.424 5.797 6.279 0.038 0.092 -0.009
F 1.811 7.760 3.473 -0.106 -0.009 -0.011
H 2.350 5.498 4.444 -0.053 0.040 -0.077
H 3.309 6.407 5.626 -0.071 -0.031 0.194
H 1.919 8.401 5.360 -0.027 0.125 -0.170
C -7.562 0.820 -5.738 0.380 0.037 -0.009
C -8.461 1.620 -6.650 -0.102 -0.277 0.012
O -9.707 1.556 -5.977 0.094 0.292 0.079
C -9.445 1.412 -4.643 -0.021 -0.130 0.057
O -10.244 1.577 -3.784 -0.054 -0.047 0.003
O -8.156 1.064 -4.453 -0.049 0.056 -0.121
F -8.591 1.054 -7.876 -0.065 -0.018 0.012
H -7.600 -0.244 -5.958 -0.114 0.014 -0.119
H -6.528 1.149 -5.760 -0.029 0.101 0.184
H -8.174 2.665 -6.775 0.007 -0.011 -0.120
C -8.837 -3.419 -6.428 -0.240 0.104 0.034
C -8.246 -4.779 -6.122 0.094 0.053 -0.226
O -6.863 -4.500 -6.063 -0.089 0.012 0.272
C -6.716 -3.202 -5.675 0.098 0.102 -0.055
O -5.717 -2.713 -5.282 0.040 0.036 -0.020
O -7.902 -2.544 -5.793 -0.059 -0.165 -0.025
F -8.485 -5.673 -7.111 0.048 0.003 -0.010
H -8.853 -3.222 -7.501 0.063 -0.141 -0.033
H -9.834 -3.277 -6.020 0.073 0.101 0.139
H -8.566 -5.210 -5.172 -0.048 -0.093 -0.053
C 0.817 8.289 9.358 -0.109 -0.089 0.107
C 2.262 8.660 9.623 -0.026 -0.219 -0.151
O 2.678 9.166 8.366 -0.091 0.216 0.196
C 1.574 9.674 7.748 -0.103 -0.013 -0.148
O 1.602 10.383 6.799 0.069 -0.041 -0.063
O 0.449 9.248 8.360 0.099 -0.034 0.104
F 3.018 7.585 9.944 0.027 0.004 -0.050
H 0.733 7.282 8.946 0.102 -0.016 0.007
H 0.177 8.378 10.231 -0.073 0.165 -0.072
H 2.404 9.430 10.383 0.067 -0.061 0.056
C 4.805 -8.212 -5.199 0.196 -0.038 0.019
C 3.882 -8.076 -6.391 -0.145 -0.080 0.172
O 2.808 -7.342 -5.861 0.157 0.201 -0.116
C 3.296 -6.570 -4.829 0.012 -0.067 0.165
O 2.737 -5.662 -4.337 -0.216 -0.249 -0.233
O 4.535 -7.018 -4.476 -0.038 -0.032 -0.101
F 3.432 -9.283 -6.831 -0.020 0.009 0.001
H 4.537 -9.080 -4.593 -0.085 -0.045 -0.092
H 5.856 -8.268 -5.470 0.019 0.157 0.052
H 4.309 -7.534 -7.237 0.000 -0.124 -0.087


# 4
17
Properties=species:S:1:pos:R:3:forces:R:3 method="wB97M-V/def2-TZVPD" homo_energy_ev="-9.46 / -9.46" spin_multiplicity=1 e_lumo_ha="-0.0356 / -0.0357" total_energy_ev=-13751.4843 total_charge=0 e_above_lowest_kcal_mol=181.6
N -0.815 0.425 2.687 0.005 0.055 0.201
C -1.056 0.733 1.288 -0.076 0.867 0.000
C 0.196 0.641 0.475 -0.399 -1.412 0.453
N 1.338 0.173 0.975 -2.226 -1.584 0.767
N 2.084 -0.095 -0.087 2.564 2.796 1.261
N 1.705 0.630 -1.115 -1.314 -4.239 -3.274
C 0.371 0.688 -0.937 0.618 1.606 -0.387
C -0.454 0.047 -1.956 -4.216 -0.804 1.744
N -1.549 -0.485 -2.070 2.787 1.268 -0.559
H -0.070 1.001 3.069 -0.083 -0.140 -0.115
H -1.648 0.607 3.238 0.085 -0.028 -0.118
H -1.796 0.025 0.888 0.283 0.035 -0.109
H -1.486 1.737 1.118 0.018 -0.204 0.070
H 2.320 -1.079 -0.274 0.926 0.848 0.230
O 0.482 -1.757 -2.238 -1.396 -0.277 1.352
H 1.254 -1.436 -2.723 -0.552 -0.691 -1.096
H -0.874 -1.856 -2.339 2.978 1.904 -0.421


# 5
11
Properties=species:S:1:pos:R:3:forces:R:3 method="wB97M-V/def2-TZVPD" homo_energy_ev="-8.40 / -8.00" spin_multiplicity=1 e_lumo_ha="-0.0139 / 0.0042" total_energy_ev=-15483.6153 total_charge=0 e_above_lowest_kcal_mol=109.5
C 0.724 0.659 1.475 -0.193 -1.787 0.570
C -0.602 0.534 0.839 0.123 -1.122 -1.165
F -1.408 -0.544 -2.897 -0.128 0.530 -0.445
F -0.335 -2.483 -1.903 0.734 0.538 0.173
Si -0.224 -0.867 -1.890 -1.675 -0.225 1.685
H 0.981 1.665 1.662 0.107 1.133 0.539
H 0.675 0.042 2.411 0.387 0.697 -0.404
H 1.551 0.271 0.902 0.230 -0.414 -0.313
H -1.224 1.381 0.926 -0.742 0.870 -0.464
H -1.140 -0.396 0.781 0.123 -0.183 0.542
H 1.002 -0.261 -2.306 1.032 -0.038 -0.718


# 6
21
Properties=species:S:1:pos:R:3:forces:R:3 method="wB97M-V/def2-TZVPD" homo_energy_ev="-12.31 / -14.18" spin_multiplicity=3 e_lumo_ha="-0.2348 / -0.2537" total_energy_ev=-15498.4673 total_charge=+1 e_above_lowest_kcal_mol=169.9
C 0.659 -1.198 -0.048 -0.782 0.735 -0.633
C -0.283 -0.281 0.310 -0.610 2.830 3.074
C -0.543 -1.585 -2.021 -1.281 -1.236 -0.617
C 0.539 -1.939 -1.273 0.499 1.422 0.642
C -1.615 0.068 -0.407 6.567 -2.515 2.277
C -1.378 -0.738 -1.423 -3.862 -1.464 -4.891
C 1.528 -2.861 -1.771 1.475 -0.913 3.696
C 0.264 3.165 2.400 3.483 1.732 -0.703
N -2.588 0.835 -0.140 -1.824 1.357 -0.697
N -1.149 2.136 1.057 1.838 -0.327 0.096
O -2.357 1.850 0.643 -1.299 2.956 2.411
O -1.038 3.190 1.876 -3.060 -1.766 -1.278
H 1.572 -1.181 0.497 0.470 -0.436 0.580
H -0.154 0.389 1.232 0.456 -1.713 -1.369
H -0.823 -2.233 -2.864 0.060 0.804 -0.064
H 1.108 -3.830 -1.921 -0.370 -0.900 0.102
H 1.951 -2.616 -2.680 0.882 0.964 -1.947
H 2.316 -2.906 -0.951 -0.587 -0.425 -1.390
H 0.360 3.161 3.486 -0.828 -0.684 -0.070
H 0.727 4.151 2.130 -0.534 -0.702 0.054
H 0.903 2.422 1.869 -0.694 0.282 0.728